# 1
The following is a quantum chemistry calculation of an isolated molecule of C4H4P2 at a distorted geometry, from the Open Molecules 2025 dataset.

Summary:
**HOMO**: -8.64 eV
**Energy relative to the best compared isomer or geometry (same formula, charge and spin)**: 16.9 kcal per mole
**Total energy**: -22786.30361 eV
**Spin multiplicity**: 1

Last column: Löwdin charge in e.
Positions of all 10 atoms, in Å:
C  0.311  1.221  0.560  -0.42
C  0.285  -1.253  0.598  -0.44
C  0.606  -0.036  -0.151  -0.51
C  -0.961  0.033  -0.845  -0.68
P  -1.295  1.581  0.141  0.88
P  -1.323  -1.612  0.121  0.87
H  1.003  1.868  1.019  0.02
H  0.937  -1.857  1.377  0.08
H  1.458  0.050  -0.826  0.12
H  -1.021  0.006  -1.995  0.07

=====

# 2
The following is a quantum chemistry calculation of the ion C4H4PS with charge -1 at a distorted geometry, from the Open Molecules 2025 dataset.

Summary:
**HOMO (alpha / beta)**: -2.87 / -2.91 eV
**Energy relative to the best compared isomer or geometry (same formula, charge and spin)**: 64.8 kcal per mole
**Charge**: -1
**Total energy**: -24334.24313 eV
**Spin multiplicity**: 1

Last column: Löwdin charge in e.
Positions of all 10 atoms, in Å:
C  -0.653  1.251  0.179  -0.36
C  0.690  0.649  0.092  -0.25
C  -1.787  0.621  -0.227  -0.09
C  0.879  -0.669  0.170  -0.61
P  -0.133  -2.056  0.327  0.32
S  0.843  -3.478  -0.664  -0.14
H  -0.681  2.278  0.249  0.01
H  1.672  1.109  -0.020  0.08
H  -2.833  1.130  -0.047  -0.02
H  2.003  -0.834  -0.060  0.06

=====

# 3
The following is a quantum chemistry calculation of a cluster of 2 separate species, C4H4S in total, from the Open Molecules 2025 dataset.

Summary:
**HOMO**: -10.06 eV
**Energy relative to the best compared isomer or geometry (same formula, charge and spin)**: 88.8 kcal per mole
**Total energy**: -15043.82774 eV
**Spin multiplicity**: 1

Last column: Löwdin charge in e.
Positions of all 9 atoms, in Å:
C  1.052  -1.565  -0.267  0.03
C  0.326  -0.627  -0.105  -0.23
C  4.035  0.695  -0.904  -0.58
C  -0.509  0.531  0.116  -0.11
S  3.763  -0.026  0.409  0.62
H  1.654  -2.405  -0.446  0.02
H  -0.836  0.561  1.156  0.08
H  -1.388  0.481  -0.525  0.08
H  0.040  1.445  -0.099  0.08

=====

# 4
The following is a quantum chemistry calculation of an isolated molecule of C4H4S at a distorted geometry, from the Open Molecules 2025 dataset.

Summary:
**HOMO**: -8.51 eV
**Energy relative to the best compared isomer or geometry (same formula, charge and spin)**: 95.0 kcal per mole
**Total energy**: -15043.56091 eV
**Spin multiplicity**: 1

Last column: Löwdin charge in e.
Positions of all 9 atoms, in Å:
C  0.877  0.907  -0.699  -0.03
C  0.960  0.844  0.610  0.04
C  -0.912  -1.171  -0.057  -0.43
C  -0.171  0.142  -0.133  -0.76
S  -1.924  0.327  -0.031  0.80
H  1.455  1.425  -1.426  0.10
H  1.488  1.302  1.422  0.10
H  -0.663  -1.593  0.966  0.08
H  -1.112  -2.183  -0.653  0.12

=====

# 5
The following is a quantum chemistry calculation of a structure of composition C4H4S at a distorted geometry, from the Open Molecules 2025 dataset.

Summary:
**HOMO (alpha / beta)**: -6.15 / -9.04 eV
**Energy relative to the best compared isomer or geometry (same formula, charge and spin)**: 62.3 kcal per mole
**<S²>**: 2.01
**Total energy**: -15039.81816 eV
**Spin multiplicity**: 3

Last column: Mulliken spin population.
Positions of all 9 atoms, in Å:
C  -1.075  1.250  0.125  -0.21
C  -0.053  0.748  0.646  0.30
C  -1.130  0.415  -1.075  0.80
C  0.946  -0.267  0.969  -0.07
S  0.588  -1.261  -0.448  1.11
H  -2.056  -0.305  -1.190  0.00
H  -0.792  0.833  -1.920  0.00
H  1.971  0.159  1.210  0.03
H  0.580  -0.817  1.847  0.04

=====

# 6
The following is a quantum chemistry calculation of a structure of composition C4H5AgO at a distorted geometry, from the Open Molecules 2025 dataset.

Summary:
**HOMO (alpha / beta)**: -12.34 / -13.62 eV
**Energy relative to the best compared isomer or geometry (same formula, charge and spin)**: 41.2 kcal per mole
**Charge**: +1
**<S²>**: 0.79
**Total energy**: -10264.04793 eV
**Spin multiplicity**: 2

Last column: Mulliken spin population.
Positions of all 11 atoms, in Å:
C  -3.195  0.217  0.603  0.56
C  -2.025  0.823  0.256  -0.10
C  -0.976  0.305  -0.504  0.30
C  0.298  0.859  -0.085  0.04
O  1.382  0.245  -0.229  0.13
Ag  3.109  -1.678  -0.174  0.00
H  -3.352  -0.846  0.409  0.03
H  -4.079  0.807  0.848  0.02
H  -1.000  -0.740  -0.826  0.01
H  0.381  1.964  -0.125  0.00
H  -1.382  1.507  1.027  0.03

=====

# 7
The following is a quantum chemistry calculation of a structure of composition C4H5AgO5 at a distorted geometry, from the Open Molecules 2025 dataset.

Summary:
**HOMO (alpha / beta)**: -5.65 / -9.30 eV
**Energy relative to the best compared isomer or geometry (same formula, charge and spin)**: 31.9 kcal per mole
**<S²>**: 2.01
**Total energy**: -18460.25408 eV
**Spin multiplicity**: 3

Last column: Mulliken spin population.
Positions of all 15 atoms, in Å:
O  0.134  -0.902  -0.856  0.20
O  -0.715  1.671  0.412  0.68
C  -1.277  1.081  1.317  0.77
C  -1.930  -0.261  1.203  0.01
O  -2.047  -0.770  -0.083  0.04
C  -0.971  -1.615  -0.533  0.00
Ag  -0.055  0.966  -1.488  0.13
H  -1.291  1.524  2.332  0.07
H  -2.931  -0.160  1.655  0.05
H  -1.364  -0.935  1.879  0.04
H  -1.411  -2.143  -1.399  0.01
H  -0.760  -2.347  0.275  0.00
O  2.120  0.802  -0.180  0.00
C  2.041  -0.056  0.619  0.00
O  2.101  -0.692  1.589  0.00

=====

# 8
The following is a quantum chemistry calculation of the ion C4H5BF5O2 with charge -1, from the Open Molecules 2025 dataset.

Summary:
**HOMO**: -4.40 eV
**Charge**: -1
**Total energy**: -22590.78647 eV
**Spin multiplicity**: 1

Last column: Löwdin charge in e.
Positions of all 17 atoms, in Å:
F  2.200  -0.790  1.295  0.17
C  2.349  -0.306  0.068  -0.53
F  2.655  -1.323  -0.738  0.16
F  3.445  0.482  0.103  0.13
C  1.088  0.498  -0.426  -0.35
F  0.906  0.199  -1.748  0.12
F  1.436  1.840  -0.372  0.07
C  -0.164  0.234  0.386  -0.29
C  -1.411  0.974  -0.204  -0.20
O  -2.169  -0.031  -0.801  -0.11
B  -1.960  -1.191  0.104  -0.58
O  -0.451  -1.127  0.333  -0.07
H  -0.001  0.598  1.413  0.15
H  -1.164  1.779  -0.907  0.12
H  -1.935  1.414  0.666  0.11
H  -2.535  -0.986  1.196  0.06
H  -2.288  -2.265  -0.370  0.05

=====

# 9
The following is a quantum chemistry calculation of a structure of composition C4H5BaO3 at a distorted geometry, from the Open Molecules 2025 dataset.

Summary:
**HOMO (alpha / beta)**: -14.41 / -14.39 eV
**Energy relative to the best compared isomer or geometry (same formula, charge and spin)**: 0.0 kcal per mole
**Charge**: +2
**<S²>**: 0.75
**Total energy**: -11046.73351 eV
**Spin multiplicity**: 2

Last column: Mulliken spin population.
Positions of all 13 atoms, in Å:
H  1.010  0.031  -2.474  -0.02
O  2.694  2.469  -1.968  0.17
C  1.859  1.596  -1.847  0.69
O  1.481  0.817  -2.796  0.13
Ba  4.495  4.020  -3.030  0.02
O  -0.121  0.607  0.642  0.01
C  -1.087  -0.112  0.900  0.00
C  -1.038  -1.222  1.841  0.00
C  -2.092  -2.041  1.979  0.00
H  -2.037  0.016  0.338  0.00
H  -0.101  -1.386  2.378  0.00
H  -2.052  -2.916  2.627  0.00
H  -3.011  -1.879  1.410  0.00

=====

# 10
The following is a quantum chemistry calculation of a structure of composition C4H5BaO4 at a distorted geometry, from the Open Molecules 2025 dataset.

Summary:
**HOMO**: -11.97 eV
**Energy relative to the best compared isomer or geometry (same formula, charge and spin)**: 38.4 kcal per mole
**Charge**: +1
**Total energy**: -13104.84656 eV
**Spin multiplicity**: 1

Last column: Löwdin charge in e.
Positions of all 14 atoms, in Å:
O  -3.447  0.721  -1.875  -0.02
C  -4.090  1.574  -2.350  -0.37
O  -4.780  2.341  -2.855  0.29
O  0.480  0.995  -0.277  -0.62
C  1.659  0.893  0.369  -0.37
C  2.054  -0.304  1.150  -0.04
O  1.518  -1.412  1.323  -0.04
C  0.205  -1.889  0.754  -0.38
Ba  -1.296  -0.341  -0.520  2.01
H  1.833  1.695  1.130  0.15
H  2.556  1.013  -0.290  0.16
H  3.031  -0.213  1.648  0.17
H  -0.260  -2.331  1.646  0.03
H  0.537  -2.743  0.145  0.04